Record 1
Formula: CH3ClO2S
Source: the Open Molecules 2025 dataset
Level of theory: wB97M-V/def2-TZVPD

The total energy is -1048.77708 a.u. The calculation puts the highest occupied orbital energy at -10.11 eV. Its energy above the lowest of the compared OMol25 structures with the same formula, charge and spin is 0.000 eV.

Last column: natural (NBO) charge in e.
Cartesian coordinates (Å):
O -0.7323 -1.1000 -0.7442  -0.60
C -0.7434 -0.2790 0.1210  0.65
O -0.3504 -0.4435 1.3738  -0.68
S -1.3321 1.3798 -0.0781  -0.02
H 0.0122 -1.3320 1.5123  0.50
H -1.6682 1.2246 -1.3568  0.15
Cl 2.2208 0.5948 0.1101  -0.27
H 2.5934 -0.0444 -0.9381  0.27



Record 2
Formula: C4H8Se
Source: the Open Molecules 2025 dataset
Level of theory: wB97M-V/def2-TZVPD

The total energy is -2558.43874 a.u. The calculation puts the highest occupied orbital energy (alpha / beta) at -6.79 / -6.78 eV. Its energy above the lowest of the compared OMol25 structures with the same formula, charge and spin is 4.571 eV.

Last column: natural (NBO) charge in e.
Cartesian coordinates (Å):
C -0.2912 -1.1646 -0.2705  -0.33
C 0.8997 -1.1064 0.6442  -0.36
C -0.2199 0.0012 0.8312  -0.34
C -0.0630 1.3161 0.4101  -0.01
Se -0.8539 1.3954 -2.9573  -0.74
H -0.2378 -0.6210 -1.2253  0.27
H -1.0523 -2.0233 -0.2984  0.26
H 0.6816 -1.7476 1.4805  0.23
H 2.0012 -0.9387 0.3826  0.26
H -0.8165 -0.1179 1.7677  0.24
H 0.6082 1.6013 -0.3723  0.23
H -0.5410 2.1255 0.8924  0.21
H -0.9229 1.8541 -4.3862  0.09



Record 3
Formula: C4H12O
Source: the Open Molecules 2025 dataset
Level of theory: wB97M-V/def2-TZVPD

The total energy is -234.76252 a.u. The calculation puts the highest occupied orbital energy at -9.71 eV. Its energy above the lowest of the compared OMol25 structures with the same formula, charge and spin is 1.908 eV.

Last column: natural (NBO) charge in e.
Cartesian coordinates (Å):
C 0.2330 2.3826 -1.4860  -0.66
C -0.3508 1.1318 -0.8768  -0.08
O -1.3977 0.4357 -1.5544  -0.72
H -0.4883 2.7156 -2.2399  0.21
H 1.3056 2.3624 -1.7165  0.24
H 0.1218 3.1823 -0.6993  0.22
H 0.3861 0.2050 -0.9638  0.17
H -0.5899 1.0606 0.2255  0.17
H -1.8124 1.0682 -2.1627  0.46
C 0.2813 -2.3145 0.8076  -0.61
C 0.4785 -1.4187 2.0763  -0.61
H 1.1205 -2.9146 0.5877  0.21
H -0.6913 -2.8513 0.8102  0.21
H 0.1055 -1.5227 -0.1063  0.20
H 1.3725 -1.5972 2.6189  0.21
H -0.4719 -1.5653 2.7778  0.20
H 0.3979 -0.3600 1.9014  0.20



Record 4
Formula: C16H26F12NO16P3Si
Source: the Open Molecules 2025 dataset
Level of theory: wB97M-V/def2-TZVPD

The total energy is -4395.86983 a.u. The calculation puts the highest occupied orbital energy at -9.15 eV. Its energy above the lowest of the compared OMol25 structures with the same formula, charge and spin is 3.667 eV.

Last column: Löwdin charge in e.
Cartesian coordinates (Å):
O -2.7865 1.1429 3.2053  -0.01
N -2.5370 2.3455 3.1623  -0.05
O -3.3108 2.9327 2.1943  -0.26
Si -2.5872 2.6392 0.6077  0.18
O -0.8173 2.7126 0.6199  -0.25
P -3.4304 3.9691 -0.9847  0.64
P -3.1127 6.0719 -0.5059  0.47
O -2.4422 6.3415 0.9025  -0.41
O -4.7147 6.8375 -0.5634  -0.28
O -2.1586 6.7501 -1.8305  -0.26
P -3.0888 0.5672 -0.0795  0.80
O -2.6622 0.6247 -1.8032  -0.41
O -4.8648 0.5921 -0.1032  -0.41
H -0.4444 2.4931 1.5257  0.07
H -4.8411 3.6771 -0.9671  -0.09
H -5.3675 6.2198 -0.0767  0.08
H -1.5143 6.0567 -2.1883  0.08
H -3.4870 0.4255 -2.3598  0.08
H -5.0983 1.2052 0.6701  0.04
C -0.3489 -3.9768 3.7765  -0.06
C 1.0158 -3.8965 3.1182  -0.21
O 0.9178 -3.2626 1.8340  0.01
C 0.9186 -1.8909 1.8361  -0.32
O 0.9936 -1.2088 2.8537  0.14
C 0.8608 -1.3514 0.4071  -0.46
F -0.0486 -2.0090 -0.3692  0.14
F 2.0595 -1.4664 -0.2334  0.11
F 0.5228 -0.0323 0.3485  0.11
H -1.0667 -4.4741 3.1158  0.08
H -0.2927 -4.5295 4.7185  0.09
H -0.7461 -2.9781 3.9834  0.08
H 1.3988 -4.9077 2.9450  0.13
H 1.7429 -3.3822 3.7567  0.13
C -5.6824 -1.1499 3.7629  -0.07
C -6.2932 -2.2650 4.5909  -0.21
O -6.1512 -3.5255 3.9188  0.01
C -4.9476 -4.1635 4.0800  -0.32
O -4.0205 -3.7156 4.7480  0.14
C -4.9521 -5.5099 3.3564  -0.47
F -5.4973 -5.4364 2.1076  0.14
F -5.6729 -6.4518 4.0299  0.14
F -3.7035 -6.0314 3.1927  0.14
H -6.1103 -1.1395 2.7550  0.08
H -5.8584 -0.1779 4.2324  0.08
H -4.6029 -1.2896 3.6487  0.07
H -7.3673 -2.0872 4.7090  0.13
H -5.8612 -2.3045 5.5971  0.13
C 2.9170 1.0050 -0.6896  -0.06
C 3.7112 1.8037 -1.7063  -0.20
O 4.1293 3.0570 -1.1451  0.01
C 5.2708 3.0273 -0.3849  -0.32
O 5.9231 2.0100 -0.1703  0.14
C 5.6265 4.4308 0.1052  -0.47
F 4.5431 5.1185 0.5692  0.14
F 6.1671 5.1980 -0.8845  0.14
F 6.5341 4.4263 1.1221  0.14
H 2.0779 1.5951 -0.3065  0.08
H 2.5287 0.0857 -1.1370  0.07
H 3.5367 0.7367 0.1718  0.09
H 3.0748 2.0372 -2.5663  0.13
H 4.5687 1.2364 -2.0854  0.11
C 5.3076 -3.0555 -5.2626  -0.06
C 6.0533 -1.7418 -5.4045  -0.21
O 5.2777 -0.8033 -6.1649  0.01
C 4.3247 -0.1036 -5.4692  -0.32
O 4.1139 -0.2444 -4.2683  0.14
C 3.6122 0.8907 -6.3858  -0.47
F 3.2824 0.3513 -7.5950  0.14
F 4.3833 1.9830 -6.6555  0.14
F 2.4503 1.3665 -5.8555  0.14
H 5.0221 -3.4447 -6.2454  0.08
H 5.9268 -3.7994 -4.7532  0.08
H 4.3830 -2.9242 -4.6917  0.08
H 6.9838 -1.9069 -5.9578  0.13
H 6.3287 -1.3258 -4.4289  0.13



Number 1 is which compound? CH3ClO2S



The lowest energy above the lowest of the compared OMol25 structures with the same formula, charge and spin belongs to which entry? CH3ClO2S



What is the formula in the third record? C4H12O



Among the records above, which one has the highest energy above the lowest of the compared OMol25 structures with the same formula, charge and spin? C4H8Se